Record 1
Entry from the Open Molecules 2025 dataset: 2 unconnected molecules or ions with the total composition CH4N2O2 in a non-equilibrium geometry (wB97M-V/def2-TZVPD).

The energy above the lowest of the compared OMol25 structures with the same formula, charge and spin comes out at 559.59 kJ/mol. The maximum force is 0.0957 hartree/bohr. The calculation puts the LUMO energy (spin up / spin down) at -0.0003 / -0.0186 hartree.

```
9
Properties=species:S:1:pos:R:3:forces:R:3
C 0.79196 0.45381 0.20701 1.087 3.442 -0.425
N -1.45406 -0.10751 -1.47494 0.936 1.781 -0.615
N 0.29071 -0.81570 0.12546 -1.619 -2.336 0.591
O -0.54833 -1.08812 1.22500 1.853 4.557 0.128
O -0.98750 0.90501 -1.80771 -1.684 -1.867 -0.062
H 0.52153 1.10083 1.08592 -0.073 -0.967 -0.419
H 1.94477 0.37827 0.22671 -1.673 0.387 -0.642
H 0.31685 1.10197 -0.74824 2.147 -1.444 2.322
H -0.87593 -1.92855 1.16079 -0.974 -3.552 -0.879
```
Forces are in eV/Å.


Record 2
Entry from the Open Molecules 2025 dataset: 11 unconnected molecules or ions with the total composition C23H74O29P6 in a non-equilibrium geometry (wB97M-V/def2-TZVPD).

The energy above the lowest of the compared OMol25 structures with the same formula, charge and spin comes out at 310.02 kJ/mol. The maximum force is 0.0562 hartree/bohr. The calculation puts the LUMO energy at 0.0151 hartree. As for the structure (SMILES): COP(=O)(OC)OC.COP(=O)(OC)OC.COP(=O)(OC)OC.COP(=O)(OC)OC.COP(=O)(OC)OC.COP(=O)(OC)OC.CO.CO.CO.CO.CO.

```
132
Properties=species:S:1:pos:R:3:forces:R:3
C 3.05263 0.49968 -4.39442 2.229 1.068 -0.377
O 1.84576 1.21710 -4.60305 -0.683 -0.795 -0.076
P 0.85517 0.77181 -5.78313 -0.406 1.272 -0.185
O 1.42334 0.79295 -7.13817 0.020 -0.107 0.544
O 0.20520 -0.60260 -5.34969 0.172 0.144 0.330
C 0.75447 -1.85511 -5.76823 0.556 -0.272 0.180
O -0.37475 1.76989 -5.50874 1.485 -1.024 0.430
C -0.36186 3.09989 -6.05047 -1.686 0.153 0.086
H 3.83836 0.97947 -4.99038 -0.178 0.012 -0.317
H 3.15380 -0.55591 -4.64105 -0.963 -0.123 0.180
H 3.43877 0.69920 -3.39527 -0.662 -0.319 0.310
H 1.54620 -1.76116 -6.51287 -0.533 0.324 -0.520
H -0.09145 -2.45346 -6.08950 0.216 -0.184 -0.186
H 1.29742 -2.34521 -4.95536 -0.517 0.092 0.417
H -0.32674 3.90200 -5.30929 0.697 -0.498 0.443
H -1.41111 3.14039 -6.36482 0.446 0.527 -0.924
H 0.38914 3.25427 -6.82009 -0.185 -0.166 -0.140
C 0.63293 0.33399 -1.60768 1.039 1.103 -0.108
O -0.14638 -0.03117 -0.48316 0.494 -0.141 1.350
P 0.10140 0.60191 0.98575 -1.091 0.671 -0.052
O -0.28060 2.01375 1.11282 0.368 -0.313 -0.333
O 1.58100 0.34524 1.45482 0.204 0.398 -0.546
C 2.19600 -0.92398 1.40739 -1.678 -2.354 -0.071
O -0.75919 -0.36691 1.90092 0.358 -0.074 0.064
C -2.15935 -0.47524 1.63352 -0.573 -0.552 -1.342
H 1.45535 -0.36471 -1.78395 -0.602 -0.606 -0.319
H 1.20803 1.25890 -1.47305 -0.480 0.266 0.352
H -0.04247 0.52643 -2.43651 0.312 -0.441 -0.185
H 3.25782 -0.89584 1.20455 0.005 0.358 0.438
H 1.72696 -1.62379 0.69615 0.255 0.841 -0.946
H 1.84652 -1.52250 2.25669 1.131 0.604 0.796
H -2.57305 0.41385 1.15490 0.156 0.312 0.385
H -2.73851 -0.74126 2.50949 0.420 0.218 0.307
H -2.30352 -1.26059 0.88484 0.058 -0.133 0.177
C -5.53832 -2.89597 -3.77308 -1.787 0.903 -0.234
O -4.95247 -3.24114 -2.52500 1.329 0.751 -0.385
P -3.67110 -2.46374 -1.93686 -1.296 0.630 -0.261
O -2.49028 -3.27679 -1.67673 -0.012 0.042 0.281
O -4.31065 -1.78103 -0.63867 0.893 -0.623 -0.680
C -5.38402 -0.86089 -0.76996 -0.149 1.375 1.918
O -3.45587 -1.22177 -2.94360 -0.950 -0.757 0.470
C -2.47777 -0.27487 -2.55033 2.099 -0.073 -0.692
H -5.36398 -3.62158 -4.56188 0.201 -0.137 0.195
H -5.37284 -1.87907 -4.13688 1.095 -0.181 0.145
H -6.61118 -2.77578 -3.58237 -0.068 -0.846 -0.016
H -5.85093 -0.67025 -1.73264 0.106 -0.785 -0.181
H -5.03104 0.11814 -0.41991 0.305 0.000 -0.342
H -6.06548 -1.10662 0.04694 -0.531 -0.301 -0.626
H -2.80808 0.74925 -2.37801 -0.693 -0.300 0.197
H -1.76333 -0.22239 -3.38160 -0.252 0.121 -0.080
H -1.85122 -0.64221 -1.73210 -0.553 0.133 0.226
C 5.49633 6.68888 -3.67271 0.543 0.106 -1.104
O 5.10447 5.60042 -2.84102 -0.640 -0.239 1.037
P 5.32962 4.09766 -3.24879 2.060 -0.168 -0.018
O 5.57569 3.92470 -4.68145 -0.803 -0.368 0.092
O 6.62475 3.66606 -2.37708 -1.539 0.674 -0.398
C 7.21786 2.40099 -2.65355 0.757 -0.040 0.046
O 4.14283 3.23245 -2.61971 0.248 0.448 -0.670
C 3.99395 2.87709 -1.25486 -0.503 0.280 1.280
H 6.57368 6.66265 -3.83632 0.021 -0.052 0.049
H 5.24694 7.66425 -3.26393 -0.273 -0.362 0.632
H 5.01240 6.61858 -4.64597 -0.040 -0.164 0.034
H 6.78369 1.78493 -3.44480 -0.611 0.360 0.103
H 7.20141 1.87119 -1.69978 0.393 -0.228 -0.239
H 8.21856 2.63586 -3.02423 0.123 -0.345 0.438
H 4.38806 1.88951 -1.01527 0.218 -0.009 -0.397
H 2.93466 2.88060 -0.99775 -0.083 -0.163 -0.410
H 4.40543 3.59915 -0.54717 0.436 0.097 -0.361
C -4.36023 2.61782 3.09198 -0.236 -0.336 0.503
O -4.83179 1.28468 2.79700 0.777 0.192 -0.609
P -6.37265 0.97646 2.89086 -0.568 2.379 0.869
O -7.27314 1.81871 2.07730 0.554 -0.904 0.437
O -6.56569 1.18473 4.48003 -0.462 -0.586 -0.630
C -7.55597 2.08091 4.97253 0.072 0.524 0.536
O -6.42652 -0.54220 2.64558 0.736 -0.703 -0.691
C -5.46830 -1.44882 3.19607 -0.255 -2.176 0.762
H -4.03435 2.64353 4.13203 0.116 -0.082 0.005
H -5.16710 3.34333 3.00324 0.053 0.064 -0.378
H -3.51842 2.83215 2.44164 -0.096 0.049 -0.126
H -7.03402 3.02519 5.14791 -0.402 0.153 -0.018
H -7.93681 1.72412 5.93006 0.213 -0.219 -0.056
H -8.40923 2.22127 4.31154 0.242 -0.047 -0.263
H -4.60644 -1.12917 3.77942 -0.481 1.101 0.124
H -5.01076 -2.13577 2.47936 -0.443 0.501 -0.791
H -6.07980 -2.10438 3.81575 0.288 0.011 0.323
C -1.80148 -4.03107 3.70257 0.014 0.002 -0.824
O -1.34014 -3.52512 4.93598 0.081 0.839 1.028
P -2.15007 -2.41521 5.77618 -0.984 -0.594 -1.955
O -3.52220 -2.84318 6.11736 0.841 0.455 0.081
O -1.15573 -2.07377 6.92116 -0.453 0.113 0.985
C -1.28063 -2.77699 8.21424 -0.284 -0.225 -1.410
O -2.06954 -1.13229 4.79644 0.208 -1.385 0.449
C -2.01733 0.19497 5.24819 -0.663 1.317 0.636
H -0.97956 -4.05442 2.98089 0.148 0.155 0.251
H -2.55424 -3.36623 3.27339 -0.249 -0.352 0.038
H -2.12927 -5.06503 3.81240 -0.376 0.209 0.120
H -1.93656 -2.25122 8.90357 0.689 0.657 0.125
H -0.22332 -2.90998 8.40732 -0.261 -0.192 1.080
H -1.83222 -3.70746 8.07083 0.500 -0.265 -0.198
H -1.91108 0.28430 6.33291 0.458 -0.267 -0.087
H -2.96496 0.71568 5.06708 -0.013 -0.278 -0.391
H -1.23142 0.74496 4.72993 0.092 -0.233 0.043
C 1.32077 -1.85469 5.13994 0.462 0.620 0.819
O 2.68866 -1.77574 4.73999 -0.086 -0.165 -0.310
H 1.24931 -2.55356 5.97243 -0.181 -0.477 -0.360
H 0.94120 -0.93093 5.58566 0.153 0.263 -0.304
H 0.67564 -2.10476 4.30272 0.067 -0.257 -0.017
H 3.08463 -0.92743 4.94654 -0.224 0.071 0.093
C 5.80429 -2.41912 2.14330 0.563 0.386 -0.909
O 6.55494 -2.24395 3.32948 -0.241 -0.247 0.161
H 5.01707 -1.67036 2.15034 -0.171 -0.179 0.141
H 6.42475 -2.20959 1.26322 0.125 0.202 0.018
H 5.40314 -3.40860 1.91468 -0.206 -0.119 0.742
H 7.04935 -3.03889 3.54220 -0.032 -0.051 -0.124
C 0.73383 -3.58848 -1.06690 -0.019 -0.776 -0.673
O 2.11999 -3.51247 -1.40378 0.403 0.708 0.288
H 0.58675 -3.27559 -0.03605 0.133 0.044 -0.050
H 0.11663 -2.98847 -1.73699 -0.047 0.038 0.134
H 0.45744 -4.64005 -1.17188 -0.477 0.141 0.216
H 2.29535 -3.97964 -2.22529 -0.200 -0.180 0.048
C 4.93077 -1.39742 -1.64291 0.368 -1.742 -0.309
O 4.11123 -2.01585 -2.62736 -0.367 0.435 -0.280
H 5.62078 -2.17832 -1.29902 0.089 0.153 0.293
H 5.57533 -0.66784 -2.13265 -0.425 0.578 0.315
H 4.33569 -1.11320 -0.77615 0.209 0.709 -0.105
H 3.24272 -2.19239 -2.23509 0.221 -0.115 0.109
C 1.02970 4.40760 -2.54937 -0.549 -0.267 0.194
O 1.93382 4.96310 -3.46924 0.206 0.463 -0.070
H 0.14614 5.04548 -2.49442 -0.002 0.034 -0.387
H 0.71517 3.40819 -2.86639 -0.059 -0.067 0.077
H 1.34278 4.35964 -1.50040 0.550 -0.021 -0.122
H 2.75410 4.45333 -3.50528 -0.545 -0.099 0.196
```
Forces are in eV/Å.


Record 3
Entry from the Open Molecules 2025 dataset: a molecular structure, C15H29Cl10CuO4 in a non-equilibrium geometry (wB97M-V/def2-TZVPD).

The expectation value of S² is 2.01. As for the net charge: +2. The spin multiplicity is 3. The maximum force is 0.0726 hartree/bohr. The calculation puts the LUMO energy (spin up / spin down) at -0.3392 / -0.4618 hartree.

```
59
Properties=species:S:1:pos:R:3:forces:R:3
Cu -3.30850 0.35768 3.63375 0.753 -0.085 -0.126
C -1.06936 -0.05905 1.26689 1.443 -0.560 1.444
O -1.27634 0.21097 2.64960 -1.299 -0.145 -1.069
H -0.62534 -1.04364 1.12020 -0.407 -0.309 0.110
H -2.02295 -0.00781 0.74140 -0.313 0.348 -0.143
H -0.32539 0.63599 0.87763 -0.417 0.628 -0.274
C -3.41910 -0.62484 -2.36459 -0.703 -0.182 0.056
C -1.94698 -0.80746 -2.65056 -1.069 0.384 2.269
C -1.59096 -1.74952 -3.75469 -0.616 -0.321 1.038
O -1.01740 -0.88750 -4.69569 0.066 0.196 -1.591
C -1.01120 0.39738 -4.28868 2.647 1.812 -1.203
O -0.53007 1.34944 -4.90343 -1.771 -2.778 1.753
O -1.38917 0.42764 -2.98932 0.254 1.316 -0.492
H -3.98224 -0.31784 -3.24590 0.053 -0.473 -0.308
H -3.71305 0.15377 -1.66070 0.709 0.231 0.350
H -3.80556 -1.54822 -1.93317 -0.232 -0.169 -0.341
H -1.45049 -1.14816 -1.74198 0.068 0.065 0.287
H -2.50290 -2.25417 -4.07375 0.258 -0.016 -0.702
H -0.91981 -2.47418 -3.29369 0.471 -0.139 -0.957
Cl 3.48187 -0.24515 -0.10842 -0.055 -0.222 0.310
C 3.41260 0.68326 -1.61478 -1.431 -0.112 -0.877
C 2.04263 0.41635 -2.38606 1.879 -0.444 0.617
Cl 2.05728 -1.18623 -3.23519 0.112 0.745 0.446
H 4.28978 0.48190 -2.22969 -0.086 -0.274 0.084
H 3.50461 1.70850 -1.25626 -0.189 0.256 -0.365
H 1.93029 1.20530 -3.12973 -0.369 -0.137 0.064
H 1.23842 0.32540 -1.65594 -0.067 0.464 -0.242
Cl 2.55125 -3.21569 2.97430 -0.435 0.675 -0.037
C 1.47308 -1.78024 3.20027 0.726 -0.040 0.875
C 1.99950 -0.87801 4.34133 0.280 0.189 -0.780
Cl 3.66647 -0.15817 3.99677 -1.167 -0.722 0.245
H 0.51864 -2.18274 3.53959 -0.086 0.055 -0.139
H 1.35953 -1.26840 2.24464 0.221 -0.031 0.066
H 1.94401 -1.43686 5.27552 0.727 0.050 -0.052
H 1.38999 0.01333 4.49004 -0.274 -0.117 -0.222
Cl -1.54697 -4.01292 -0.81941 -0.877 -0.373 -0.042
C -0.10435 -3.87778 0.15130 1.644 0.539 0.671
C 0.88448 -5.02925 0.04120 -0.852 -0.647 -0.018
Cl 1.33176 -5.13141 -1.66221 0.549 -0.316 -0.181
H -0.31757 -3.70846 1.20675 -0.411 -0.008 -0.022
H 0.38355 -2.99838 -0.26907 0.232 0.137 0.291
H 0.43463 -5.96913 0.36114 -0.339 -0.057 -0.394
H 1.75180 -4.98196 0.69969 0.088 0.808 -0.297
Cl 3.81914 3.75567 1.01789 -1.604 -0.685 0.085
C 2.22935 2.93537 1.26154 1.014 0.769 -0.458
C 1.82808 2.76657 2.68975 -0.618 0.493 0.953
Cl 0.75132 4.17741 3.01629 0.259 -0.150 0.084
H 2.29043 1.93833 0.82532 0.562 -0.780 -0.239
H 1.41354 3.41110 0.71727 0.315 0.452 -0.451
H 2.64940 2.79926 3.40561 -0.064 -0.195 -0.105
H 1.18346 1.89786 2.82361 0.324 -0.054 0.068
Cl -1.34988 5.34712 0.65772 -0.336 -0.574 0.314
C -2.46135 3.94959 0.87835 -0.252 0.167 0.038
C -2.55179 3.10718 -0.33941 -0.013 -0.181 -1.802
Cl -3.17081 4.00043 -1.80553 0.252 -0.479 0.993
H -3.46954 4.27153 1.13915 0.242 0.552 0.080
H -2.10071 3.30850 1.68274 0.307 0.235 0.249
H -3.23000 2.27231 -0.16299 -0.201 0.063 0.012
H -1.60127 2.67828 -0.65669 0.099 0.143 0.078
```
Forces are in eV/Å.


Q: What is the formula in the first record?
A: CH4N2O2


Q: Which value of maximum force does entry 2 give?
A: 0.0562 hartree/bohr